C35H29ClCsGeNS as an isolated structure, computed with ωB97M-V/def2-TZVPD.

Cartesian coordinates (Å):
Cs  -1.820  -0.939  -0.666
C  -1.659  2.597  -1.862
C  -1.576  3.013  -0.417
C  -1.296  4.354  -0.079
C  -1.213  4.692  1.238
C  -1.411  3.714  2.234
C  -1.326  4.032  3.607
C  -1.518  3.040  4.528
C  -1.795  1.726  4.124
C  -1.890  1.348  2.791
S  -2.203  -0.306  2.383
C  -1.689  2.385  1.808
N  -1.756  2.078  0.484
H  -1.575  3.448  -2.537
H  -2.609  2.095  -2.060
H  -0.849  1.903  -2.096
H  -1.142  5.087  -0.861
H  -0.988  5.709  1.540
H  -1.105  5.050  3.903
H  -1.452  3.261  5.588
H  -1.935  0.958  4.873
C  3.953  -0.321  -4.496
C  2.939  0.545  -4.105
C  2.279  0.339  -2.901
C  2.606  -0.715  -2.041
C  3.632  -1.566  -2.456
C  4.295  -1.378  -3.665
Ge  1.510  -0.937  -0.352
C  2.193  0.666  0.651
C  3.317  1.420  0.306
C  3.677  2.555  1.025
C  2.913  2.969  2.108
C  1.790  2.236  2.471
C  1.443  1.101  1.748
C  2.597  -2.386  0.533
C  3.525  -2.155  1.551
C  4.231  -3.196  2.145
C  4.031  -4.505  1.728
C  3.114  -4.761  0.716
C  2.407  -3.713  0.141
H  4.471  -0.170  -5.436
H  2.664  1.381  -4.739
H  1.491  1.031  -2.611
H  3.929  -2.391  -1.817
H  5.090  -2.058  -3.955
H  3.924  1.118  -0.541
H  4.556  3.121  0.735
H  3.185  3.861  2.660
H  1.171  2.556  3.302
H  0.548  0.550  2.029
H  3.702  -1.139  1.888
H  4.942  -2.984  2.935
H  4.581  -5.318  2.188
H  2.946  -5.780  0.382
H  1.685  -3.935  -0.641
Cl  -5.707  -0.276  -3.141
C  -5.418  -1.779  -2.316
C  -5.332  -2.930  -3.069
C  -5.074  -4.149  -2.451
C  -4.901  -4.198  -1.067
C  -4.990  -3.051  -0.316
C  -5.256  -1.781  -0.904
C  -5.299  -0.631  -0.116
H  -5.459  -2.871  -4.142
H  -5.001  -5.048  -3.048
H  -4.689  -5.142  -0.583
H  -4.843  -3.084  0.757
H  -5.087  -0.687  0.944
H  -5.477  0.341  -0.549

For the energy above the lowest of the compared OMol25 structures with the same formula, charge and spin, the calculation gives 1.1 kcal/mol. The total charge is -1. For the total energy, the calculation gives -4361.349917 hartree. Its gap between HOMO and LUMO (alpha / beta) is 5.34 / 4.31 eV. The multiplicity is 2. The maximum force is 0.7 eV/A.

Mulliken charges in e:
1. Cs 1.1825
2. C -1.0052
3. C 0.5764
4. C -0.6215
5. C -0.9722
6. C 1.2686
7. C -0.8775
8. C -0.5852
9. C -0.3088
10. C 0.8583
11. S -0.5948
12. C -1.4235
13. N 0.2564
14. H 0.3986
15. H 0.1668
16. H -0.0373
17. H 0.3482
18. H 0.3730
19. H 0.3055
20. H 0.3454
21. H 0.3837
22. C -0.3369
23. C -0.6669
24. C 0.1098
25. C -0.5452
26. C 0.1898
27. C -0.7250
28. Ge 0.0439
29. C -0.2796
30. C 0.1922
31. C -0.5848
32. C -0.6317
33. C -0.2883
34. C -0.3634
35. C -0.5916
36. C 0.2254
37. C -0.6784
38. C -0.3686
39. C -0.5443
40. C -0.2686
41. H 0.3411
42. H 0.3711
43. H 0.1880
44. H 0.2881
45. H 0.3681
46. H 0.3542
47. H 0.3834
48. H 0.3667
49. H 0.3541
50. H 0.4247
51. H 0.3275
52. H 0.3600
53. H 0.3418
54. H 0.3593
55. H 0.2643
56. Cl -0.2497
57. C 0.7677
58. C -0.5624
59. C -0.3742
60. C -0.6467
61. C -0.2739
62. C 0.4332
63. C -1.2670
64. H 0.4025
65. H 0.3663
66. H 0.3801
67. H 0.3768
68. H 0.3368
69. H 0.2932